Record 1
{
  "formula": "C8H10NO",
  "method": "ωB97M-V/def2-TZVPD",
  "species": ["C", "C", "C", "C", "C", "C", "C", "C", "N", "O", "H", "H", "H", "H", "H", "H", "H", "H", "H", "H"],
  "coordinates": [[3.591, -0.222, 0.033], [2.575, -1.156, -0.133], [3.301, 1.135, 0.115], [1.264, -0.739, -0.203], [2.002, 1.579, 0.023], [0.962, 0.633, -0.130], [-2.242, -0.752, -0.063], [-0.348, 1.096, -0.157], [-3.163, 0.355, 0.081], [-1.124, 1.989, -0.164], [4.616, -0.551, 0.104], [2.814, -2.206, -0.187], [4.105, 1.842, 0.245], [0.459, -1.447, -0.320], [1.758, 2.630, 0.068], [-2.209, -1.224, -1.024], [-2.050, -1.336, 0.814], [-2.619, 1.288, 0.017], [-3.872, 0.381, -0.659], [-3.636, 0.340, 0.989]],
  "forces_ev_per_angstrom": [[-0.219, 0.059, 0.006], [0.044, 0.014, 0.042], [0.131, 0.104, -0.032], [-0.191, 0.190, -0.022], [-0.282, -0.152, -0.059], [1.366, -0.205, 0.051], [2.290, 1.445, -0.128], [-3.907, -0.668, 0.046], [-0.003, 0.469, -0.109], [1.650, -0.531, 0.060], [0.105, -0.041, 0.003], [-0.023, -0.094, -0.036], [0.044, 0.109, 0.006], [-0.113, -0.021, 0.019], [0.039, 0.096, 0.039], [-0.297, -0.081, -0.198], [-0.256, -0.100, 0.245], [-0.443, -0.634, 0.040], [0.070, -0.015, 0.257], [-0.006, 0.056, -0.229]],
  "largest_force_ev_per_a": 3.964,
  "de_lowest_kcal_mol": 61.36,
  "total_energy_ha": -440.4936,
  "total_charge": 1
}

Record 2
{
  "formula": "C8H10NO",
  "method": "ωB97M-V/def2-TZVPD",
  "species": ["C", "C", "N", "C", "C", "C", "C", "C", "C", "O", "H", "H", "H", "H", "H", "H", "H", "H", "H", "H"],
  "coordinates": [[-0.934, 3.065, -3.406], [-0.787, 2.606, -2.238], [-0.731, 2.007, -1.203], [-0.476, 1.616, -0.049], [-0.576, 1.032, 1.123], [-1.386, -0.231, 1.261], [-0.435, -1.360, 1.445], [0.743, -1.514, 0.800], [1.744, -2.545, 1.030], [1.125, -0.567, -0.200], [-1.512, 3.971, -3.484], [-0.307, 2.721, -4.116], [0.307, 1.022, 1.800], [-2.017, -0.011, 2.088], [-2.014, -0.183, 0.316], [-0.600, -2.075, 2.191], [2.728, -2.079, 1.160], [1.421, -3.256, 1.900], [1.883, -3.278, 0.230], [1.825, -0.939, -0.647]],
  "forces_ev_per_angstrom": [[-1.475, 2.308, 0.987], [-0.152, -0.523, 0.144], [0.771, -0.814, 3.092], [-1.368, -0.207, 0.496], [2.620, 0.252, -0.978], [-0.573, 1.170, -2.248], [1.461, 0.249, -1.251], [-1.226, 1.867, -1.151], [0.144, -2.425, 1.683], [-2.889, -0.127, 2.524], [-0.248, 0.107, -0.493], [1.687, -1.061, -2.730], [-0.826, 0.942, -0.210], [-0.728, -0.480, 0.850], [0.314, -1.014, 1.158], [-0.544, -0.814, 1.015], [-0.165, -0.223, 0.496], [0.877, 1.659, -1.222], [-0.296, 0.361, -0.469], [2.618, -1.226, -1.694]],
  "largest_force_ev_per_a": 3.839,
  "de_lowest_kcal_mol": 122.04,
  "total_energy_ha": -440.3969,
  "smiles": "C=C=[N+]=C=CC/C=C(/C)O",
  "total_charge": 1
}

Record 3
{
  "formula": "C8H10NO2",
  "method": "ωB97M-V/def2-TZVPD",
  "species": ["C", "C", "C", "C", "C", "C", "C", "C", "N", "O", "O", "H", "H", "H", "H", "H", "H", "H", "H", "H", "H"],
  "coordinates": [[-2.866, -0.695, 0.234], [-0.368, 1.051, -0.384], [0.087, -0.149, -0.435], [-1.981, -1.582, -0.218], [-2.831, 0.763, 0.121], [2.597, 0.200, -0.965], [1.699, -0.396, 1.428], [1.430, -0.665, -0.163], [-1.776, 1.317, -0.492], [-1.752, -2.705, -0.560], [-3.750, 1.441, 0.439], [-3.885, -0.995, 0.600], [0.132, 1.999, -0.298], [3.112, 0.829, -0.307], [2.204, 0.678, -1.890], [3.327, -0.502, -1.238], [1.946, 0.638, 1.664], [2.368, -1.210, 1.771], [0.717, -0.650, 1.778], [1.633, -1.667, -0.430], [-2.044, 2.300, -0.656]],
  "forces_ev_per_angstrom": [[-1.640, 0.942, 0.970], [-1.487, 1.089, -0.420], [-1.417, -3.312, -0.013], [1.677, -0.869, -1.006], [2.559, -3.768, -0.651], [-2.669, -1.465, -0.331], [-0.490, -2.259, -2.159], [2.350, 4.312, 0.887], [0.780, 2.673, -0.923], [-0.056, 0.909, 0.583], [-3.688, 2.370, 1.131], [1.184, -0.316, -0.396], [0.766, 0.514, 0.078], [0.338, 1.553, 0.872], [0.255, -0.103, 0.821], [1.174, -1.144, -0.776], [0.212, -0.245, -0.106], [0.182, 0.922, 0.252], [-0.422, 0.126, 0.949], [-0.287, -1.260, -0.025], [0.679, -0.668, 0.264]],
  "largest_force_ev_per_a": 4.991,
  "de_lowest_kcal_mol": 51.22,
  "total_energy_ha": -515.9922,
  "total_charge": -1
}

Record 4
{
  "formula": "C8H10NO2",
  "method": "ωB97M-V/def2-TZVPD",
  "species": ["C", "C", "N", "C", "C", "C", "C", "O", "O", "C", "C", "H", "H", "H", "H", "H", "H", "H", "H", "H", "H"],
  "coordinates": [[-0.017, 3.011, 0.610], [0.208, 1.820, 1.659], [0.178, 0.557, 0.840], [-1.046, 0.206, 0.325], [-1.160, -0.973, -0.513], [0.036, -1.777, -0.799], [0.031, -3.066, -1.696], [0.824, -3.936, -1.524], [-0.913, -3.179, -2.702], [1.305, -1.327, -0.207], [1.346, -0.133, 0.624], [0.263, 4.003, 1.035], [-1.080, 2.989, 0.233], [0.617, 2.732, -0.282], [-0.603, 1.783, 2.432], [1.225, 1.975, 2.111], [-1.953, 0.826, 0.532], [-2.135, -1.255, -0.965], [-1.691, -2.661, -2.421], [2.276, -1.860, -0.360], [2.291, 0.267, 1.070]],
  "forces_ev_per_angstrom": [[-0.107, -1.248, -0.141], [-0.006, 1.616, -0.749], [-0.217, -0.154, 0.407], [0.377, -2.256, -1.405], [2.105, 0.343, 0.499], [0.190, 2.009, 1.144], [-0.471, -0.268, -0.300], [0.126, 0.694, 0.113], [0.384, 0.928, 1.886], [-1.162, 0.896, 0.433], [-1.180, -1.711, -1.581], [-0.315, -0.881, -0.403], [1.063, 0.326, 0.572], [-0.449, 0.741, 0.925], [0.943, -0.106, -0.668], [-1.124, -0.607, -0.291], [1.259, -0.509, 0.020], [0.755, 0.447, 0.625], [0.222, -0.172, -0.646], [-1.216, 0.349, -0.007], [-1.178, -0.437, -0.433]],
  "largest_force_ev_per_a": 2.684,
  "de_lowest_kcal_mol": 30.79,
  "total_energy_ha": -515.8009,
  "smiles": "CC[n+]1ccc(C(=O)O)cc1",
  "total_charge": 1
}

Record 5
{
  "formula": "C8H10NO3P",
  "method": "ωB97M-V/def2-TZVPD",
  "species": ["C", "C", "C", "C", "C", "C", "C", "O", "N", "O", "P", "O", "C", "H", "H", "H", "H", "H", "H", "H", "H", "H", "H"],
  "coordinates": [[-0.971, 1.800, 0.520], [-0.489, 0.808, 1.280], [0.350, 1.102, 2.497], [0.460, 0.180, 3.456], [0.101, -1.234, 3.278], [-0.385, -1.585, 2.127], [-0.511, -0.662, 0.925], [0.435, -1.177, 0.010], [0.223, -0.626, -1.347], [-0.914, -0.429, -1.821], [1.724, -0.644, -2.131], [1.504, -0.189, -3.667], [0.489, 0.210, -4.557], [-1.035, 2.870, 0.843], [-1.393, 1.518, -0.391], [0.720, 2.157, 2.599], [1.027, 0.326, 4.430], [0.280, -1.972, 4.038], [-0.590, -2.643, 1.900], [-1.551, -0.937, 0.424], [0.974, 0.588, -5.464], [-0.117, 0.970, -4.157], [-0.331, -0.431, -4.790]],
  "forces_ev_per_angstrom": [[0.171, 0.259, 1.608], [2.200, 0.757, 0.570], [-1.263, 1.017, -0.094], [1.978, -0.357, 1.967], [0.018, 1.374, 0.577], [-0.505, -1.547, -2.525], [-3.735, -1.117, -0.402], [0.395, 0.656, -1.019], [1.213, -0.456, -1.662], [0.504, -0.116, 1.052], [-1.182, 0.417, 0.443], [0.103, -0.791, 0.768], [-0.076, 0.911, -0.707], [0.481, -1.166, -0.324], [-0.958, -0.104, -1.395], [-0.364, -1.233, 0.095], [-0.709, 0.459, -1.409], [-0.031, 0.060, 0.391], [0.020, 0.546, 0.088], [1.784, 0.865, 1.043], [-0.092, -0.308, 0.238], [-0.157, 1.709, 0.900], [0.205, -1.836, -0.204]],
  "largest_force_ev_per_a": 3.919,
  "de_lowest_kcal_mol": 134.77,
  "total_energy_ha": -932.4557,
  "smiles": "C=C1C=CC=C[C@@H]1O/[N+]([O-])=P/OC"
}

Record 6
{
  "formula": "C8H10NO5PS",
  "method": "ωB97M-V/def2-TZVPD",
  "species": ["C", "O", "P", "S", "O", "C", "O", "C", "C", "C", "C", "N", "O", "O", "C", "C", "H", "H", "H", "H", "H", "H", "H", "H", "H", "H"],
  "coordinates": [[-2.467, 0.980, -2.157], [-1.857, 0.083, -1.239], [-2.120, 0.198, 0.349], [-3.745, 1.111, 0.869], [-1.940, -1.326, 0.799], [-3.034, -2.221, 0.648], [-0.798, 0.878, 0.944], [0.522, 0.615, 0.684], [1.403, 1.688, 0.822], [2.754, 1.491, 0.632], [3.219, 0.221, 0.306], [4.633, 0.007, 0.129], [5.361, 0.972, 0.212], [5.006, -1.126, -0.089], [2.342, -0.846, 0.153], [0.988, -0.646, 0.337], [-2.773, 0.399, -3.025], [-1.750, 1.745, -2.455], [-3.340, 1.455, -1.700], [-2.797, -3.098, 1.246], [-3.151, -2.501, -0.401], [-3.958, -1.759, 1.005], [1.010, 2.659, 1.079], [3.461, 2.300, 0.731], [2.735, -1.818, -0.103], [0.292, -1.460, 0.227]],
  "forces_ev_per_angstrom": [[-0.291, 0.394, -0.324], [0.048, -0.249, 1.138], [-0.462, -0.017, -0.454], [0.826, -0.436, -0.101], [0.292, 0.918, -0.006], [-0.426, -0.351, -0.036], [-0.440, 0.000, 0.030], [0.541, -0.001, -0.149], [-0.294, -0.217, -0.008], [0.249, -0.192, -0.078], [-1.223, 0.135, 0.151], [0.350, -0.073, -0.053], [0.297, 0.243, 0.011], [0.184, -0.282, -0.078], [0.353, 0.179, -0.008], [-0.187, 0.071, 0.043], [0.048, 0.037, 0.028], [0.008, -0.044, 0.000], [0.123, -0.075, -0.145], [-0.047, 0.038, -0.068], [0.036, -0.008, 0.043], [0.092, -0.066, 0.013], [-0.029, 0.077, 0.041], [-0.017, 0.026, 0.020], [-0.028, -0.010, -0.003], [-0.002, -0.100, -0.003]],
  "largest_force_ev_per_a": 1.240,
  "de_lowest_kcal_mol": 0.00,
  "total_energy_ha": -1481.3393,
  "smiles": "COP(=S)(OC)Oc1ccc([N+](=O)[O-])cc1"
}

> Number 2 is which compound?

C8H10NO